1.
{"formula": "C5H10O2", "method": "the ωB97M-V functional and the def2-TZVPD basis", "homo_ev": [-8.68, -9.28], "de_lowest_kcal_mol": 134.6, "multiplicity": 1, "orbital_gap_ev": [8.14, 8.44], "elements": ["C", "C", "O", "C", "C", "C", "O", "H", "H", "H", "H", "H", "H", "H", "H", "H", "H"], "positions_angstrom": [[2.61231, -1.02093, -0.13985], [1.29214, -1.27554, 0.58362], [0.27775, -0.49522, 0.06695], [-1.76723, 0.50063, 0.11925], [-1.94022, 1.76046, 0.88662], [-1.30828, 0.42125, -1.20456], [-0.82608, -0.67928, -1.56140], [2.86034, 0.04522, -0.08564], [3.43403, -1.60506, 0.29024], [2.51068, -1.28449, -1.19867], [0.98676, -2.33704, 0.52224], [1.37933, -1.03720, 1.65846], [-2.01660, -0.44264, 0.59284], [-2.96558, 1.86934, 1.26846], [-1.27465, 1.72533, 1.76236], [-1.67270, 2.63919, 0.29085], [-1.09941, 1.33742, -1.77854]], "mulliken_charge": [-1.0478, -0.3370, -0.2493, 0.2151, -1.0549, -0.0852, -0.4185, 0.2777, 0.3633, 0.2655, 0.2843, 0.2638, 0.3242, 0.3320, 0.2663, 0.3141, 0.2863]}

2.
{"formula": "C27H59CrF2O26PS3V", "method": "the ωB97M-V functional and the def2-TZVPD basis", "homo_ev": [-13.32, -13.32], "charge": 2, "multiplicity": 6, "orbital_gap_ev": [6.24, 6.85], "elements": ["O", "V", "Cr", "O", "C", "O", "O", "H", "O", "P", "O", "F", "F", "C", "C", "C", "O", "C", "H", "H", "H", "H", "H", "H", "H", "H", "C", "C", "C", "O", "C", "H", "H", "H", "H", "H", "H", "H", "H", "O", "S", "O", "O", "C", "C", "C", "H", "H", "H", "H", "H", "H", "H", "H", "O", "S", "O", "O", "C", "C", "C", "H", "H", "H", "H", "H", "H", "H", "H", "O", "S", "O", "O", "C", "C", "C", "H", "H", "H", "H", "H", "H", "H", "H", "C", "O", "C", "O", "O", "C", "H", "H", "H", "H", "H", "H", "C", "O", "C", "O", "O", "C", "H", "H", "H", "H", "H", "H", "C", "O", "C", "O", "O", "C", "H", "H", "H", "H", "H", "H"], "positions_angstrom": [[-1.99406, 3.50206, -1.20834], [-1.40756, 3.70483, 0.21674], [-2.79816, -1.15099, 2.05178], [-4.78528, 2.42252, 2.63224], [-3.61530, 2.05544, 2.11249], [-2.97576, 2.90416, 1.42678], [-3.12177, 0.92160, 2.26509], [-4.82042, 3.37101, 2.41285], [-0.87627, -0.64561, 1.37840], [-0.19625, 0.34225, 0.46756], [-0.62569, 1.76020, 0.28267], [-0.33758, -0.33663, -0.92828], [1.31838, 0.30559, 0.81572], [-0.25968, -5.00718, -2.94535], [-0.25281, -3.52215, -2.61800], [-1.43975, -3.35466, -1.69270], [-1.64851, -4.64098, -1.07174], [-0.72847, -5.59141, -1.60767], [0.66969, -5.41655, -3.33673], [-1.00338, -5.23623, -3.71586], [-0.23558, -2.89795, -3.51053], [0.66141, -3.36196, -2.03523], [-2.35428, -3.12592, -2.24094], [-1.30048, -2.60602, -0.91322], [-1.17052, -6.57544, -1.74115], [0.12531, -5.62319, -0.92219], [3.91388, -0.24934, -3.32790], [5.11932, -0.15951, -2.39747], [4.97402, -1.43027, -1.50046], [3.70665, -2.02081, -1.89131], [2.91473, -1.03092, -2.50790], [4.22856, -0.87712, -4.16227], [3.48525, 0.67756, -3.70951], [5.10095, 0.78006, -1.84386], [6.05938, -0.15089, -2.94804], [4.83341, -1.06147, -0.48005], [5.67063, -2.25863, -1.56771], [2.26901, -0.51023, -1.78297], [2.16538, -1.51345, -3.14518], [-0.37407, 3.66723, 2.22718], [-0.15934, 3.57384, 3.64438], [0.78892, 4.35612, 4.36346], [-1.61623, 3.85999, 4.31345], [-1.74667, 3.82341, 5.74673], [-3.25450, 3.85238, 5.98473], [0.04607, 1.83668, 4.08439], [-1.33250, 4.72846, 6.18656], [-1.31725, 2.93006, 6.19615], [-3.76013, 3.07293, 5.40858], [-3.72615, 4.80897, 5.76766], [-3.54168, 3.62542, 7.01438], [0.10857, 1.63787, 5.14925], [0.91299, 1.42100, 3.56904], [-0.82053, 1.32807, 3.65264], [-3.08299, -0.41029, -0.15156], [-3.90278, -0.09751, -1.31313], [-3.38455, 0.79103, -2.31552], [-4.24103, -1.51567, -1.99204], [-4.75488, -1.59809, -3.32570], [-5.07455, -3.05990, -3.62612], [-5.60013, 0.41127, -0.92295], [-4.00395, -1.20036, -4.01255], [-5.62611, -0.95084, -3.46609], [-5.26985, -3.18260, -4.68926], [-5.83691, -3.48639, -2.98139], [-4.15217, -3.62225, -3.46003], [-6.09748, 0.40314, -1.88931], [-5.57175, 1.41422, -0.50828], [-6.02833, -0.37721, -0.30946], [3.59451, -3.74195, 3.61396], [4.09739, -3.46220, 2.29554], [5.42286, -2.93102, 2.09155], [3.85370, -4.80182, 1.41466], [4.53760, -4.87824, 0.13646], [4.30496, -6.27514, -0.37786], [2.88304, -2.40137, 1.43755], [5.59993, -4.71955, 0.32406], [4.20148, -4.11902, -0.57254], [4.99121, -6.43953, -1.21663], [3.29774, -6.49796, -0.72247], [4.64389, -7.06418, 0.29458], [1.89643, -2.50608, 1.88942], [2.79992, -2.68213, 0.38889], [3.12843, -1.34401, 1.51514], [0.93172, -2.34531, 4.66646], [0.06669, -1.60025, 5.54209], [-1.03864, -1.07936, 5.13161], [-1.47448, -1.17682, 3.99305], [-1.68365, -0.51884, 6.12668], [-2.98503, -0.03010, 5.86103], [1.65209, -1.65188, 4.24504], [0.37637, -2.93575, 3.93839], [1.41855, -3.09660, 5.28338], [-3.76304, -0.77267, 6.03460], [-3.17624, 0.46438, 4.90586], [-3.16909, 0.77702, 6.57265], [2.99733, 2.86759, -0.34978], [2.78108, 4.15101, -0.91736], [1.56785, 4.60270, -1.10071], [0.55793, 4.04036, -0.72230], [1.68814, 5.74986, -1.72295], [0.53249, 6.53284, -1.98709], [3.09514, 2.97341, 0.73192], [3.98530, 2.51219, -0.64537], [2.29100, 2.13427, -0.73139], [-0.31651, 5.94547, -2.33265], [0.79538, 7.33077, -2.67582], [0.22540, 7.08168, -1.08928], [-0.37567, 1.09513, -3.80359], [0.61480, 1.81868, -4.51287], [0.51749, 3.12803, -4.42561], [-0.17306, 3.77866, -3.67454], [1.43003, 3.64745, -5.23893], [1.58948, 5.03839, -5.34110], [-0.10549, 0.06009, -3.60123], [-1.28565, 1.06629, -4.40050], [-0.56847, 1.52337, -2.82281], [0.67343, 5.48773, -5.72983], [2.42759, 5.29459, -5.98199], [1.79818, 5.53703, -4.39233]], "mulliken_charge": [-0.2720, 1.0357, 0.6787, -0.4468, 0.2618, -0.7793, -0.0697, 0.3867, 0.3429, -0.6793, 1.2466, 0.3856, 0.0867, -0.9003, 0.1627, 1.8728, -0.5027, -0.4499, 0.4042, 0.3110, 0.4430, -0.1621, -1.0268, -0.7759, 0.3714, 0.2069, -0.5074, -0.5617, -0.2830, -0.3137, 0.5553, 0.3384, 0.3463, 0.0060, 0.3486, 0.1170, 0.4196, -0.4906, -0.0419, -0.3959, 1.0614, -0.6489, -0.2395, -0.0635, -1.2483, -0.8638, 0.2623, 0.2700, 0.2113, 0.3513, 0.4071, 0.5911, 0.5292, -0.2459, -0.1178, 0.9371, -0.7302, -0.0291, -0.3232, -1.0225, -1.2285, 0.2165, 0.4945, 0.4071, 0.2991, 0.1279, 0.4594, 0.4033, 0.3751, -0.6469, 1.2768, -0.6454, -0.3240, 0.4237, -1.4126, -0.4515, 0.3259, -0.0712, 0.4211, 0.2330, 0.3855, 0.1641, -0.0077, 0.2738, -0.6975, -0.3484, 0.6409, -0.4467, -0.3542, -0.3631, 0.3071, 0.2855, 0.3390, 0.3858, -0.1200, 0.2467, -0.3694, -0.3943, 0.7454, -0.3530, -0.4069, -0.7382, 0.3504, 0.2180, 0.0199, 0.2941, 0.2856, 0.3607, -0.2955, -0.3937, 0.7973, -0.5649, -0.3903, -0.5200, 0.1305, 0.4299, -0.0546, 0.3240, 0.2955, 0.0983]}

3.
{"formula": "CH6OS", "method": "the ωB97M-V functional and the def2-TZVPD basis", "homo_ev": -8.21, "de_lowest_kcal_mol": 36.9, "smiles": "CS.O", "multiplicity": 1, "orbital_gap_ev": 8.85, "elements": ["C", "S", "H", "H", "H", "H", "O", "H", "H"], "positions_angstrom": [[0.80858, 0.15546, -0.07801], [-0.45466, 1.22098, -0.67250], [1.20208, -0.50256, -0.87096], [0.53921, -0.46544, 0.79293], [1.60390, 0.85786, 0.22316], [0.20270, 1.53311, -1.80957], [-1.27595, -0.56401, 0.64986], [-0.56630, -1.24371, 0.70135], [-2.05956, -0.99172, 1.06371]], "mulliken_charge": [-0.6435, -0.1911, 0.2995, 0.1602, 0.2755, 0.0856, -0.5751, 0.3067, 0.2822]}

4.
{"formula": "C22H42Br8Cl6O3", "method": "the ωB97M-V functional and the def2-TZVPD basis", "homo_ev": [-11.12, -11.12], "charge": 1, "multiplicity": 2, "orbital_gap_ev": [8.08, 2.01], "elements": ["C", "Cl", "Cl", "Cl", "H", "C", "Cl", "Cl", "Cl", "H", "C", "C", "C", "O", "C", "H", "H", "H", "H", "H", "H", "H", "H", "C", "C", "C", "O", "C", "H", "H", "H", "H", "H", "H", "H", "H", "C", "C", "C", "O", "C", "H", "H", "H", "H", "H", "H", "H", "H", "Br", "C", "C", "Br", "H", "H", "H", "H", "Br", "C", "C", "Br", "H", "H", "H", "H", "Br", "C", "C", "Br", "H", "H", "H", "H", "Br", "C", "C", "Br", "H", "H", "H", "H"], "positions_angstrom": [[0.31643, 1.47852, 4.84476], [1.70131, 2.36412, 5.52123], [-0.37084, 0.33622, 5.99617], [0.73526, 0.54598, 3.39716], [-0.40683, 2.24982, 4.58001], [1.83304, 1.14182, -4.04920], [2.68325, 2.23706, -5.12416], [0.41568, 1.88184, -3.26839], [2.97156, 0.65452, -2.79231], [1.57697, 0.32147, -4.71968], [-2.00148, -3.11047, -3.88436], [-2.60500, -4.39165, -3.25600], [-2.55008, -4.07997, -1.82302], [-2.63310, -2.63034, -1.64042], [-2.54493, -2.03972, -2.92422], [-2.23659, -3.02226, -4.94504], [-0.92164, -3.05668, -3.74603], [-2.04032, -5.31210, -3.40434], [-3.59762, -4.59099, -3.65981], [-1.65098, -4.61379, -1.51519], [-3.39616, -4.53276, -1.30607], [-1.91695, -1.15004, -2.97130], [-3.57212, -1.74611, -3.14050], [-1.30800, -3.02836, 4.32327], [-1.75131, -2.72834, 2.89742], [-0.90749, -3.71660, 2.19902], [-0.78422, -4.81536, 3.05095], [-1.23373, -4.48068, 4.42932], [-2.01603, -2.54016, 4.99294], [-0.33426, -2.58392, 4.52915], [-1.45840, -1.70732, 2.65282], [-2.80353, -2.95305, 2.72292], [0.01109, -3.16883, 1.98864], [-1.41811, -3.95073, 1.26492], [-0.67154, -4.84229, 5.29030], [-2.24907, -4.86537, 4.52511], [-4.03460, 3.34075, -1.01874], [-3.15637, 4.40532, -0.61627], [-3.18242, 4.45973, 0.89150], [-4.20164, 3.65258, 1.28977], [-4.36560, 2.57794, 0.30674], [-3.54592, 2.65383, -1.70971], [-4.93222, 3.74501, -1.48665], [-3.52019, 5.36041, -0.99513], [-2.18022, 4.28011, -1.08484], [-3.39641, 5.47327, 1.23067], [-2.31672, 4.05607, 1.41660], [-5.42991, 2.34274, 0.30297], [-3.71075, 1.73085, 0.51100], [5.65987, -1.85352, -1.24447], [4.22619, -3.24760, -0.93813], [4.89538, -4.33774, -0.13342], [3.47647, -5.74085, 0.10223], [3.97987, -3.55512, -1.95443], [3.36718, -2.80986, -0.42963], [5.24559, -4.13437, 0.87856], [5.72125, -4.83790, -0.63926], [1.68882, -0.78774, 0.59418], [-0.04248, -0.64601, -0.41145], [-0.94086, 0.41208, 0.19151], [-0.21707, 2.26144, 0.10926], [-0.42038, -1.66552, -0.48828], [0.21418, -0.31545, -1.41790], [-1.14271, 0.13645, 1.22659], [-1.84045, 0.38072, -0.42318], [4.32660, 3.68343, 1.88823], [4.17592, 1.73718, 1.35565], [5.52177, 1.33924, 0.88399], [5.82295, 1.89525, -1.10287], [3.38618, 1.51913, 0.63671], [3.93608, 1.19190, 2.26847], [5.46931, 0.25156, 0.83622], [6.33855, 1.67361, 1.52366], [3.43271, 4.26624, -2.12511], [2.02519, 5.65350, -2.23282], [1.04099, 5.70398, -0.99490], [-0.17705, 7.18597, -1.51620], [1.39620, 5.60116, -3.12149], [2.48245, 6.60439, -2.50636], [1.56685, 6.01968, -0.09384], [0.49319, 4.78290, -0.79588]], "mulliken_charge": [-0.0311, -0.1281, -0.1075, -0.0153, 0.2424, -0.3182, -0.0845, -0.0280, 0.0867, 0.4013, -0.5644, -0.6238, -0.3810, -0.3653, -0.2421, 0.3808, 0.2359, 0.3178, 0.2670, 0.2707, 0.2627, 0.1256, 0.3319, -0.4353, -0.0158, 0.2539, -0.4911, -0.5550, 0.3678, 0.1240, -0.2903, 0.3838, 0.1261, -0.0498, 0.3228, 0.2861, -0.5422, 0.0736, -0.2799, -0.4669, -0.1448, 0.2372, 0.2849, 0.3050, -0.1370, 0.3091, 0.0855, 0.3293, -0.0032, -0.2026, -0.2179, -0.6204, -0.1653, 0.3692, 0.0459, 0.3753, 0.4102, -0.2263, -0.1060, -0.4036, 0.0287, 0.2731, 0.0865, 0.0554, 0.4041, -0.1474, -0.3936, -0.2782, -0.1147, 0.1075, 0.4096, 0.1902, 0.4835, 0.2639, -0.7589, -0.1652, -0.0816, 0.4551, 0.5106, 0.4432, -0.1416]}

Copy entry 3 word for word.
{"formula": "CH6OS", "method": "the ωB97M-V functional and the def2-TZVPD basis", "homo_ev": -8.21, "de_lowest_kcal_mol": 36.9, "smiles": "CS.O", "multiplicity": 1, "orbital_gap_ev": 8.85, "elements": ["C", "S", "H", "H", "H", "H", "O", "H", "H"], "positions_angstrom": [[0.80858, 0.15546, -0.07801], [-0.45466, 1.22098, -0.67250], [1.20208, -0.50256, -0.87096], [0.53921, -0.46544, 0.79293], [1.60390, 0.85786, 0.22316], [0.20270, 1.53311, -1.80957], [-1.27595, -0.56401, 0.64986], [-0.56630, -1.24371, 0.70135], [-2.05956, -0.99172, 1.06371]], "mulliken_charge": [-0.6435, -0.1911, 0.2995, 0.1602, 0.2755, 0.0856, -0.5751, 0.3067, 0.2822]}